# 1
Molecular formula: C18H16N2O4S
Method: DFT, ωB97M-V with the def2-TZVPD basis set

Cartesian coordinates (Å):
C 8.84 -0.32 0.90
O 7.96 0.69 0.47
C 6.65 0.37 0.28
C 6.09 -0.89 0.48
C 4.74 -1.09 0.26
C 3.92 -0.05 -0.16
O 2.60 -0.37 -0.35
C 1.72 0.66 -0.74
C 0.36 0.07 -0.83
N -0.41 0.04 -1.87
N -1.55 -0.57 -1.51
C -1.43 -0.88 -0.25
S -2.56 -1.68 0.77
C -3.91 -1.96 -0.43
C -5.17 -1.21 0.00
O -6.18 -1.82 0.25
C -5.06 0.26 0.14
C -4.20 1.04 -0.63
C -4.16 2.41 -0.44
C -4.96 3.01 0.51
C -5.83 2.24 1.27
C -5.89 0.88 1.08
O -0.24 -0.50 0.25
C 4.47 1.21 -0.37
C 5.82 1.41 -0.15
H 8.90 -1.14 0.18
H 8.54 -0.72 1.88
H 9.81 0.15 0.99
H 6.69 -1.72 0.81
H 4.30 -2.06 0.42
H 1.98 1.06 -1.73
H 1.71 1.47 0.00
H -3.54 -1.63 -1.40
H -4.12 -3.03 -0.44
H -3.58 0.59 -1.39
H -3.49 3.01 -1.04
H -4.92 4.08 0.66
H -6.47 2.71 2.01
H -6.56 0.26 1.66
H 3.87 2.04 -0.70
H 6.26 2.38 -0.30

Energy relative to the best compared isomer or geometry (same formula, charge and spin) (kcal per mole): 62.92
SMILES: COc1ccc(OCc2nnc(SCC(=O)c3ccccc3)o2)cc1
DFT total energy (a.u.): -1504.12854
HOMO level (eV): -8.2
2S+1: 1
Kohn-Sham gap (hartree): 0.309

=====

# 2
Molecular formula: C32H42BF6N5O5Os
Method: DFT, ωB97M-V with the def2-TZVPD basis set

Cartesian coordinates (Å):
Os -0.04 0.28 -0.06
N -0.84 -1.66 -0.35
C -0.73 -2.92 0.49
C -0.20 -2.74 1.89
C -1.19 -2.12 2.88
C -1.71 -0.76 2.43
N -0.58 0.12 2.01
H -1.82 -1.39 -0.43
H -0.56 -1.93 -1.29
H -0.08 -3.59 -0.05
H -1.73 -3.36 0.51
H 0.73 -2.17 1.86
H 0.08 -3.73 2.25
H -0.70 -2.01 3.85
H -2.04 -2.78 3.04
H -2.25 -0.28 3.24
H -2.41 -0.83 1.59
H 0.23 -0.08 2.60
H -0.83 1.07 2.26
C -3.29 3.80 -6.25
C -2.69 4.46 -5.02
N -1.87 3.53 -4.23
C -2.42 2.94 -3.16
C -1.79 2.01 -2.36
C -2.61 1.45 -1.24
O -3.76 1.80 -1.11
O -2.04 0.60 -0.41
C -0.48 1.62 -2.69
O 0.23 0.76 -2.08
C 0.12 2.25 -3.86
C 1.44 1.92 -4.20
C 2.03 2.54 -5.26
F 3.31 2.25 -5.54
C 1.35 3.48 -6.06
C 0.04 3.79 -5.72
C -0.58 3.20 -4.61
N 1.93 4.11 -7.19
C 2.02 5.57 -7.19
C 1.68 6.07 -8.59
N 2.01 4.97 -9.58
C 3.29 4.28 -9.20
C 3.06 3.51 -7.89
H -3.88 4.53 -6.81
H -3.95 2.99 -5.97
H -2.52 3.40 -6.91
H -3.48 4.82 -4.36
H -2.08 5.33 -5.26
H -3.44 3.22 -2.91
H 1.99 1.21 -3.59
H -0.50 4.48 -6.35
H 3.03 5.89 -6.90
H 1.33 5.99 -6.47
H 2.25 6.95 -8.88
H 0.62 6.28 -8.71
H 2.07 5.35 -10.52
H 1.25 4.29 -9.56
H 4.04 5.06 -9.09
H 3.58 3.62 -10.01
H 3.99 3.54 -7.32
H 2.83 2.46 -8.09
C 7.02 -4.46 -3.46
C 6.35 -3.09 -3.60
C 5.88 -2.93 -5.05
C 7.40 -2.01 -3.28
C 5.16 -2.93 -2.65
C 4.77 -3.94 -1.77
C 3.69 -3.80 -0.89
C 3.02 -2.61 -0.94
O 1.93 -2.18 -0.20
B 1.65 -0.88 -0.62
O 2.53 -0.53 -1.64
C 3.38 -1.60 -1.81
C 4.44 -1.73 -2.67
H 7.86 -4.52 -4.16
H 6.33 -5.27 -3.71
H 7.41 -4.62 -2.46
H 6.72 -3.04 -5.73
H 5.44 -1.94 -5.22
H 5.13 -3.68 -5.30
H 8.25 -2.11 -3.94
H 7.75 -2.11 -2.25
H 6.99 -1.01 -3.40
H 5.32 -4.87 -1.75
H 3.42 -4.59 -0.21
H 4.72 -0.91 -3.33
F 2.92 1.20 0.21
C 1.68 1.22 0.75
F 1.88 1.06 2.09
C 1.21 2.70 0.56
F -0.12 2.78 0.86
F 1.33 3.08 -0.72
F 1.87 3.55 1.32

Net charge: +2
Energy relative to the best compared isomer or geometry (same formula, charge and spin) (kcal per mole): 7.31
DFT total energy (a.u.): -2608.93508
HOMO level (eV): -12.2
2S+1: 1
Kohn-Sham gap (hartree): 0.253

=====

# 3
Molecular formula: C5H12O
Method: DFT, ωB97M-V with the def2-TZVPD basis set

Cartesian coordinates (Å):
C -1.08 -0.96 2.02
C -0.48 -0.43 0.75
C 0.35 0.82 -2.06
C 1.31 1.68 -1.32
C 0.26 -1.49 -0.11
O -0.89 1.17 -1.89
H -1.79 -1.74 1.73
H -1.62 -0.25 2.65
H -0.28 -1.44 2.57
H 0.22 0.36 1.05
H -1.32 0.07 0.28
H 2.04 1.04 -0.81
H 0.88 2.42 -0.62
H 1.89 2.20 -2.09
H 1.10 -1.80 0.52
H 0.72 -1.17 -1.06
H -0.30 -2.39 -0.36
H -1.02 1.91 -1.24

Energy relative to the best compared isomer or geometry (same formula, charge and spin) (kcal per mole): 74.44
DFT total energy (a.u.): -272.83003
HOMO level (eV): -8.5
2S+1: 1
Kohn-Sham gap (hartree): 0.343

=====

# 4
Molecular formula: HO3S3
Method: DFT, ωB97M-V with the def2-TZVPD basis set

Cartesian coordinates (Å):
O 2.37 -0.42 -0.42
O 1.26 0.91 1.34
O 0.58 1.18 -1.01
S -2.32 -0.66 -0.50
S -1.04 -1.89 0.47
S 1.22 0.37 -0.01
H -2.06 0.50 0.13

Net charge: -1
Energy relative to the best compared isomer or geometry (same formula, charge and spin) (kcal per mole): 31.87
DFT total energy (a.u.): -1420.91755
HOMO level (alpha / beta) (eV): -3.3 / -3.8
2S+1: 1
Kohn-Sham gap (alpha / beta) (hartree): 0.208 / 0.243

=====

# 5
Molecular formula: C2FN3
Method: DFT, ωB97M-V with the def2-TZVPD basis set

Cartesian coordinates (Å):
C -0.96 0.47 -0.20
C 0.35 0.19 0.20
N -2.08 0.69 -0.28
N 1.28 -1.27 -0.65
N 1.31 -0.92 0.54
F 1.01 1.23 0.26

Energy relative to the best compared isomer or geometry (same formula, charge and spin) (kcal per mole): 47.42
DFT total energy (a.u.): -340.16983
HOMO level (alpha / beta) (eV): -9.9 / -9.5
2S+1: 1
Kohn-Sham gap (alpha / beta) (hartree): 0.322 / 0.319

=====

# 6
Molecular formula: H2INS
Method: DFT, ωB97M-V with the def2-TZVPD basis set

Cartesian coordinates (Å):
N -1.00 -0.03 -0.67
S 0.00 -0.17 0.52
I 2.52 0.28 -0.15
H -1.29 1.55 -0.31
H -0.23 -1.62 0.62

Energy relative to the best compared isomer or geometry (same formula, charge and spin) (kcal per mole): 106.72
DFT total energy (a.u.): -751.65765
HOMO level (alpha / beta) (eV): -9.2 / -9.2
2S+1: 1
Kohn-Sham gap (alpha / beta) (hartree): 0.283 / 0.283

=====

# 7
Molecular formula: C7H13NO
Method: DFT, ωB97M-V with the def2-TZVPD basis set

Cartesian coordinates (Å):
C 2.65 -0.05 0.07
C 1.72 -0.51 -0.75
C 1.31 0.17 -2.03
O 1.05 -1.67 -0.46
H 2.91 -0.57 0.97
H 3.22 0.83 -0.17
H 1.98 1.00 -2.25
H 1.35 -0.53 -2.86
H 0.29 0.55 -1.93
H 0.18 -1.65 -0.90
C -2.14 0.71 0.44
C -2.14 0.04 -0.69
N -1.76 -1.30 -0.83
H -1.85 0.24 1.37
H -2.38 1.76 0.48
H -2.41 0.51 -1.63
H -2.29 -1.80 -1.53
H -1.74 -1.78 0.05
C 0.31 0.90 2.66
C -0.30 1.13 3.66
H 0.86 0.70 1.79
H -0.83 1.32 4.54

Energy relative to the best compared isomer or geometry (same formula, charge and spin) (kcal per mole): 84.42
SMILES: C=C(C)O.C=CN.C#C
DFT total energy (a.u.): -404.39292
HOMO level (eV): -8.7
2S+1: 1
Kohn-Sham gap (hartree): 0.350

=====

# 8
Molecular formula: C16H47BFNO22
Method: DFT, ωB97M-V with the def2-TZVPD basis set

Cartesian coordinates (Å):
C 4.97 -1.95 0.07
C 5.24 -0.45 0.72
O 6.28 0.24 0.23
O 4.34 -0.02 1.81
C 3.45 1.07 1.39
O 3.88 2.12 0.63
C 1.84 1.15 1.87
C 0.84 0.79 0.59
C -0.70 0.32 0.93
C -1.83 -0.12 -0.21
B -3.33 -0.63 0.24
O -4.62 -0.20 -0.35
N -3.42 -1.61 1.42
C -2.31 -2.64 1.37
C -3.49 -0.88 2.74
C -1.37 -0.04 -1.78
C 0.19 0.45 -2.13
C 1.30 0.88 -1.00
C 0.65 0.47 -3.74
O 1.51 1.38 -4.23
C -0.11 -0.69 -4.68
F 0.70 -1.29 -5.80
C -1.52 -1.13 -4.36
C -2.31 -0.41 -3.07
O -3.61 -0.16 -3.21
H 5.04 -1.96 -1.10
H 3.96 -2.41 0.48
H 5.83 -2.67 0.47
H 1.75 0.34 2.73
H 1.62 2.23 2.29
H -1.04 0.28 2.04
H -5.02 -1.01 -0.82
H -2.64 -3.55 2.06
H -1.28 -2.27 1.80
H -2.25 -3.08 0.28
H -2.57 -1.02 3.44
H -4.53 -1.15 3.26
H -3.59 0.28 2.46
H 2.39 1.19 -1.32
H -2.04 -1.98 -5.01
O 6.64 2.98 -0.89
H 5.84 2.60 -0.50
H 6.96 2.29 -1.49
O -1.59 0.77 4.36
H -2.15 1.52 4.11
H -2.02 0.40 5.14
O -4.22 2.76 -0.04
H -4.62 3.63 -0.21
H -4.12 2.39 -0.93
O -4.35 -5.00 1.34
H -4.90 -5.38 0.63
H -4.61 -5.50 2.12
O -3.08 3.46 4.12
H -3.92 3.23 3.69
H -3.26 4.33 4.52
O 4.33 1.49 -2.04
H 5.04 2.09 -2.33
H 3.76 1.41 -2.82
O 7.32 0.90 -3.42
H 7.98 0.20 -3.38
H 6.84 0.73 -4.25
O -5.72 -5.00 -1.50
H -6.12 -4.12 -1.66
H -5.62 -5.37 -2.38
O 10.21 1.20 -3.23
H 9.65 1.95 -3.47
H 9.78 0.83 -2.44
O -0.27 -3.30 -0.92
H -0.45 -2.90 -1.79
H 0.67 -3.54 -0.96
O -5.69 4.31 4.27
H -6.25 5.06 4.03
H -6.12 3.94 5.06
O 2.76 -4.81 -0.83
H 2.30 -5.66 -0.82
H 3.51 -4.94 -0.23
O -6.51 2.05 5.81
H -5.85 1.34 5.85
H -6.98 1.87 4.98
O -8.94 3.09 7.38
H -9.11 3.50 6.51
H -8.00 2.86 7.34
O -1.77 2.60 -4.38
H -1.94 3.01 -5.24
H -0.83 2.37 -4.42
O 10.96 -0.70 -6.04
H 11.13 0.25 -5.96
H 11.16 -1.05 -5.16

DFT total energy (a.u.): -2472.04757
HOMO level (eV): -8.3
2S+1: 1
Kohn-Sham gap (hartree): 0.233

=====

Molar mass per entry: 356.4; 891.7; 88.1; 145.2; 85.0; 175.0; 127.2; 635.3 g mol⁻¹